Entry 1:
{"formula": "C41H44F6N4O3PPdS2", "method": "ωB97M-V/def2-TZVPD", "symbols": ["Pd", "C", "C", "C", "C", "C", "C", "C", "C", "C", "C", "C", "C", "N", "C", "C", "N", "C", "C", "C", "C", "C", "C", "C", "C", "C", "C", "C", "C", "H", "H", "H", "H", "H", "H", "H", "H", "H", "H", "H", "H", "H", "H", "H", "H", "H", "H", "H", "H", "H", "H", "H", "H", "H", "H", "H", "H", "H", "H", "H", "H", "H", "H", "H", "H", "F", "P", "F", "F", "F", "F", "F", "N", "C", "C", "C", "C", "C", "C", "C", "H", "H", "H", "H", "O", "S", "O", "N", "C", "S", "C", "C", "C", "C", "C", "C", "H", "H", "H", "H", "O", "C"], "xyz": [[0.8230, 0.6862, 0.0619], [-0.8661, -4.3485, 3.0731], [0.5303, -3.7985, 2.7560], [1.6200, -4.8171, 3.1072], [0.7385, -2.5055, 3.5031], [0.7527, -2.5448, 4.8819], [0.8395, -1.3955, 5.6508], [0.8524, -0.1549, 5.0319], [0.8500, -0.0441, 3.6597], [0.7550, 1.3195, 3.0334], [-0.7026, 1.7990, 3.0995], [1.6916, 2.3483, 3.6597], [0.9032, -1.2333, 2.8606], [1.1503, -1.1242, 1.5482], [1.8006, -2.0174, 0.7972], [1.7874, -2.0066, -0.5880], [1.1588, -1.0830, -1.3056], [0.9684, -1.1409, -2.6543], [0.5530, -2.3481, -3.2786], [0.5249, -2.3942, -4.6620], [0.8361, -1.2916, -5.4360], [1.1135, -0.0814, -4.8228], [1.1649, 0.0197, -3.4457], [1.4560, 1.3558, -2.8117], [2.9318, 1.7248, -2.9233], [0.5465, 2.4624, -3.3458], [0.0789, -3.5485, -2.4947], [0.8876, -4.8021, -2.8415], [-1.4155, -3.7655, -2.7602], [-1.0309, -5.2805, 2.5375], [-1.6278, -3.6327, 2.7725], [-0.9782, -4.5394, 4.1373], [0.5576, -3.6151, 1.6768], [1.5405, -5.1267, 4.1456], [2.6113, -4.3920, 2.9646], [1.5283, -5.7048, 2.4855], [0.6728, -3.4976, 5.3801], [0.8452, -1.4668, 6.7269], [0.8604, 0.7342, 5.6403], [1.0549, 1.2172, 1.9545], [-0.9912, 1.9633, 4.1366], [-1.3764, 1.0567, 2.6758], [-0.8156, 2.7340, 2.5523], [1.4115, 2.5732, 4.6871], [1.6453, 3.2757, 3.0918], [2.7146, 1.9842, 3.6420], [2.4896, -2.6939, 1.2906], [2.3896, -2.7495, -1.1013], [0.2488, -3.3173, -5.1488], [0.8299, -1.3676, -6.5125], [1.3036, 0.7904, -5.4273], [1.2153, 1.2503, -1.7103], [3.2350, 1.7604, -3.9687], [3.5519, 0.9935, -2.4096], [3.1040, 2.7008, -2.4742], [0.7906, 2.6959, -4.3791], [0.6759, 3.3682, -2.7550], [-0.4950, 2.1512, -3.2885], [0.1866, -3.3577, -1.4236], [0.7028, -5.1042, -3.8687], [0.6036, -5.6257, -2.1899], [1.9555, -4.6240, -2.7268], [-1.6072, -3.8993, -3.8220], [-1.9910, -2.9106, -2.4101], [-1.7580, -4.6500, -2.2278], [3.1557, 0.7165, 0.1413], [4.6996, 0.4103, 0.8456], [4.8028, -0.8421, -0.1684], [6.1112, 0.1190, 1.5073], [5.3073, 1.3921, -0.2711], [3.9251, -0.5344, 1.9123], [4.4105, 1.6777, 1.8084], [0.5571, 8.1544, 0.0284], [0.5414, 7.0089, 0.0474], [0.5441, 5.5936, 0.0688], [-0.6434, 4.8814, -0.0906], [-0.6202, 3.4954, -0.1004], [0.5826, 2.8286, 0.0740], [1.7653, 3.5309, 0.2628], [1.7485, 4.9167, 0.2504], [-1.5762, 5.4110, -0.2015], [-1.5474, 2.9573, -0.2500], [2.7107, 3.0303, 0.4332], [2.6639, 5.4710, 0.3869], [-6.3082, -1.8766, -0.7105], [-5.5386, -0.8627, -0.0534], [-5.5864, -0.8260, 1.3809], [-3.9680, -0.8925, -0.5805], [-3.6531, 0.2555, -1.1307], [-2.0033, 0.5971, -1.6052], [-4.6577, 1.2590, -1.2336], [-4.5807, 2.5626, -1.7366], [-5.7058, 3.3581, -1.6870], [-6.9049, 2.8846, -1.1572], [-6.9943, 1.5867, -0.6527], [-5.8765, 0.7988, -0.7036], [-3.6516, 2.9219, -2.1527], [-5.6571, 4.3686, -2.0648], [-7.7625, 3.5378, -1.1187], [-7.9151, 1.2174, -0.2259], [-1.6012, -0.3517, 0.8224], [-1.1626, 0.2786, -0.0851]], "forces_ev_per_angstrom": [[-1.20, 2.02, -0.38], [0.19, 0.07, -0.11], [-0.22, -0.28, 0.01], [-0.09, 0.14, -0.26], [0.60, 0.74, -0.55], [-0.28, 0.20, 0.36], [-0.09, -0.04, -0.27], [-0.13, -0.28, 0.25], [0.10, -0.53, -0.81], [-0.07, 0.17, -0.16], [0.17, -0.14, -0.14], [0.11, -0.15, -0.29], [0.37, -0.57, 2.60], [0.66, -1.70, -4.09], [-0.63, 1.98, 4.97], [-0.73, 2.20, -4.41], [0.88, -1.72, 3.18], [0.16, -0.54, -1.96], [0.41, 0.42, 0.40], [-0.08, 0.07, -0.11], [-0.05, 0.06, 0.08], [-0.09, -0.24, -0.08], [-0.09, -0.17, 0.62], [0.02, 0.01, 0.14], [-0.12, -0.09, 0.27], [0.12, -0.19, 0.16], [-0.15, -0.22, -0.09], [-0.08, 0.18, 0.22], [0.20, 0.01, 0.19], [-0.06, -0.12, -0.05], [-0.12, 0.02, -0.01], [-0.03, -0.05, 0.12], [-0.04, -0.09, 0.25], [0.00, -0.04, 0.13], [0.14, -0.01, -0.02], [-0.01, -0.11, -0.06], [-0.04, -0.15, 0.07], [0.07, 0.00, 0.13], [-0.01, 0.15, 0.06], [-0.11, 0.30, 0.98], [0.00, 0.03, 0.09], [-0.05, 0.03, 0.04], [-0.02, 0.09, 0.03], [-0.07, 0.00, 0.06], [0.01, 0.10, 0.00], [0.14, 0.04, 0.03], [-0.24, -0.40, -0.03], [-0.11, -0.22, -0.06], [-0.06, -0.10, -0.06], [0.00, 0.00, -0.10], [0.04, 0.15, -0.07], [0.24, 0.33, -0.95], [-0.03, 0.03, -0.11], [0.10, 0.00, 0.02], [0.11, 0.08, 0.04], [-0.01, 0.04, -0.13], [0.01, 0.06, 0.01], [-0.06, 0.13, -0.11], [-0.07, -0.08, -0.19], [0.02, -0.07, -0.13], [-0.04, -0.11, 0.03], [0.10, -0.03, -0.02], [-0.05, -0.05, -0.10], [-0.10, 0.06, 0.00], [-0.11, -0.09, 0.02], [-0.35, 0.13, -0.08], [-0.50, 0.20, 0.07], [0.12, 0.08, 0.13], [-0.19, 0.04, -0.19], [0.03, -0.24, 0.19], [0.25, 0.02, -0.02], [0.16, -0.09, -0.12], [-0.03, 0.43, -0.02], [-0.03, 0.44, 0.02], [0.02, -0.78, 0.02], [0.18, -0.02, 0.00], [-0.03, -0.17, 0.00], [0.05, -1.08, 0.10], [0.13, -0.25, 0.02], [-0.23, -0.05, -0.05], [-0.11, 0.07, -0.06], [0.02, 0.04, 0.06], [-0.02, -0.14, -0.03], [0.09, 0.05, 0.01], [0.43, 0.37, -0.28], [-1.55, 0.25, 0.49], [0.42, 0.21, -0.48], [1.07, 1.46, -0.92], [0.30, -2.93, 1.42], [0.41, 0.40, -0.83], [-2.09, 1.49, -0.13], [0.36, -0.88, 0.20], [-0.46, 0.19, 0.03], [0.36, -0.15, 0.01], [-0.29, 0.11, 0.06], [1.14, -0.42, -0.10], [0.09, 0.13, -0.04], [-0.01, 0.06, -0.03], [-0.10, 0.02, -0.02], [-0.06, -0.01, 0.03], [0.09, 0.73, -0.51], [0.89, -1.04, 1.37]], "largest_force_ha_per_bohr": 0.1048, "e_tot_ha": -3898.38081, "orbital_gap_ha": [0.227, 0.198], "multiplicity": 2}



Entry 2:
{"formula": "C3H5N3O", "method": "ωB97M-V/def2-TZVPD", "symbols": ["N", "C", "C", "N", "C", "O", "N", "H", "H", "H", "H", "H"], "xyz": [[2.2543, -0.5478, 0.1415], [1.0101, -0.2110, 0.4638], [-0.6157, 1.6822, -0.6258], [-1.5166, 0.8779, -0.0667], [-1.3021, -0.5120, 0.1591], [-2.1814, -1.1943, 0.6217], [0.0023, -0.9425, -0.1220], [2.5792, -1.1995, -0.5709], [2.9846, -0.0224, 0.6011], [-0.9070, 2.7076, -0.3135], [-2.3138, 1.1917, 0.4880], [0.0700, -1.8982, -0.4803]], "forces_ev_per_angstrom": [[-0.13, -0.08, 0.16], [0.29, 0.15, -0.30], [-0.20, -0.08, 0.38], [0.45, 0.15, 0.43], [-0.21, -0.31, 0.10], [0.31, 0.10, -0.51], [-0.02, 0.10, 0.12], [-0.33, -0.05, 0.09], [-0.19, -0.14, -0.17], [-0.17, -0.14, -0.35], [0.07, -0.01, -0.12], [0.12, 0.31, 0.16]], "largest_force_ha_per_bohr": 0.0125, "e_tot_ha": -356.70075, "orbital_gap_ha": 0.315, "multiplicity": 1}



Entry 3:
{"formula": "C21H22CsN7O", "method": "ωB97M-V/def2-TZVPD", "symbols": ["Cs", "C", "C", "C", "C", "C", "N", "C", "C", "C", "C", "C", "C", "C", "N", "C", "C", "C", "N", "C", "C", "N", "C", "C", "C", "N", "H", "H", "H", "H", "H", "H", "H", "H", "H", "H", "H", "H", "H", "H", "H", "H", "H", "H", "N", "C", "N", "O", "H", "H", "H", "H"], "xyz": [[0.1305, 0.2380, 0.4384], [-4.2700, 3.1447, 6.6888], [-3.1951, 2.8502, 5.6767], [-1.9749, 3.5222, 5.6787], [-0.9942, 3.2795, 4.7349], [-1.1681, 2.3310, 3.6996], [-0.2975, 2.1021, 2.6930], [1.0304, 2.4004, 2.8349], [1.8259, 1.9859, 3.9285], [3.1964, 2.1387, 3.9280], [3.8779, 2.7211, 2.8539], [5.3774, 2.8499, 2.8599], [3.1162, 3.1728, 1.7919], [1.7319, 3.0409, 1.7961], [0.9973, 3.5341, 0.6740], [-0.0059, 4.4305, 0.7008], [-0.4301, 4.5902, -0.6071], [0.3936, 3.7159, -1.3456], [1.2344, 3.0642, -0.5591], [-2.4046, 1.6437, 3.7338], [-3.3796, 1.9011, 4.6796], [-2.6389, 0.5896, 2.7918], [-2.4963, -0.7262, 3.0307], [-2.8024, -1.3902, 1.8626], [-3.1182, -0.3579, 0.9545], [-3.0005, 0.8325, 1.5204], [-3.8869, 3.7782, 7.4893], [-4.6556, 2.2316, 7.1474], [-5.1196, 3.6640, 6.2381], [-1.7892, 4.2696, 6.4437], [-0.0670, 3.8381, 4.7734], [1.3272, 1.5002, 4.7588], [3.7644, 1.7840, 4.7826], [5.8639, 1.8715, 2.8498], [5.7266, 3.3763, 3.7504], [5.7297, 3.4020, 1.9887], [3.5816, 3.6496, 0.9368], [-0.3345, 4.8685, 1.6279], [-1.2119, 5.2357, -0.9666], [0.3972, 3.5156, -2.4056], [-4.3035, 1.3331, 4.6261], [-2.2117, -1.0765, 4.0084], [-2.8357, -2.4541, 1.7007], [-3.4460, -0.4429, -0.0707], [3.1618, -4.0405, 0.0372], [1.9156, -3.5907, 0.3862], [1.1624, -4.4646, 1.1266], [1.5058, -2.4877, 0.0581], [3.6014, -4.7560, 0.5900], [3.7688, -3.3285, -0.3326], [1.3580, -5.4496, 1.0801], [0.1933, -4.2084, 1.2119]], "forces_ev_per_angstrom": [[0.07, 0.04, -0.02], [-0.02, 0.00, 0.01], [-0.02, -0.01, 0.01], [0.03, 0.00, -0.02], [-0.02, 0.02, 0.03], [0.04, -0.02, -0.07], [0.01, -0.07, 0.00], [0.02, 0.15, 0.13], [0.04, 0.02, -0.09], [-0.04, -0.02, 0.08], [0.01, 0.02, -0.06], [0.02, 0.00, 0.03], [-0.03, 0.05, 0.03], [-0.01, -0.19, -0.04], [-0.03, -0.10, 0.41], [-0.11, 0.08, -0.53], [0.21, -0.10, 0.24], [-0.38, 0.11, 0.05], [0.35, -0.03, -0.21], [-0.01, 0.04, 0.11], [-0.03, -0.05, -0.03], [0.12, 0.18, -0.26], [-0.03, -0.13, 0.01], [-0.04, -0.02, -0.10], [-0.06, -0.29, 0.19], [-0.12, 0.21, 0.06], [0.01, 0.00, 0.00], [0.01, 0.00, -0.01], [0.01, 0.00, 0.00], [0.01, 0.00, 0.00], [0.00, 0.00, 0.00], [0.02, 0.01, 0.02], [0.00, 0.00, -0.01], [-0.01, 0.00, 0.01], [0.01, 0.00, 0.00], [-0.02, 0.00, -0.01], [0.02, 0.00, 0.01], [0.00, -0.01, -0.01], [0.00, 0.00, 0.00], [-0.02, 0.04, 0.00], [0.00, 0.01, 0.02], [0.01, -0.01, 0.00], [0.01, 0.00, 0.01], [0.03, 0.05, 0.00], [-0.03, 0.04, 0.01], [0.05, -0.06, 0.00], [-0.02, 0.04, -0.03], [-0.07, 0.06, 0.03], [0.00, 0.00, 0.00], [0.02, -0.02, 0.00], [0.01, 0.00, 0.00], [0.00, -0.02, 0.02]], "largest_force_ha_per_bohr": 0.0106, "e_tot_ha": -1292.15387, "orbital_gap_ha": 0.213, "multiplicity": 1}